A molecular structure, C55H69AsBiClN2S3Se3Te at a distorted geometry. Source: the OMol25 dataset; level of theory: ωB97M-V with the def2-TZVPD basis set.

Last column: Mulliken charge in e.
Element x y z (Å)
Bi -0.599 0.012 0.631  1.61
C 5.618 -0.904 -1.431  -0.74
C 4.604 -0.002 -0.740  -0.82
S 3.047 -0.786 -0.251  0.27
C 3.637 -2.117 0.839  -0.96
C 3.553 -3.542 0.269  -0.92
S 2.326 -3.919 -1.032  -0.13
C 2.902 -3.049 -2.533  0.39
C 4.406 -3.115 -2.784  -0.85
S 5.194 -1.500 -3.108  -0.15
H 5.853 -1.780 -0.824  0.27
H 6.541 -0.340 -1.581  0.47
H 4.301 0.807 -1.405  0.22
H 5.041 0.430 0.165  0.43
H 3.035 -2.036 1.740  0.22
H 4.663 -1.869 1.116  0.66
H 3.249 -4.228 1.062  0.43
H 4.524 -3.884 -0.091  0.46
H 2.564 -2.024 -2.467  -0.42
H 2.351 -3.535 -3.340  0.52
H 4.626 -3.716 -3.666  0.36
H 4.955 -3.549 -1.951  0.20
Se -1.169 1.435 2.706  -0.50
Se 1.319 4.501 3.648  -0.59
Te 0.990 2.136 3.983  0.13
Se 2.937 1.128 2.932  -0.54
Cl -0.701 -4.646 1.730  -0.22
C -0.710 -3.655 3.165  1.71
C -1.274 -4.198 4.306  -0.78
C -1.263 -3.484 5.494  -0.49
C -0.647 -2.240 5.522  -0.94
C -0.089 -1.713 4.373  0.41
C -0.132 -2.376 3.135  -1.02
C 0.402 -1.740 1.932  -0.69
H -1.721 -5.183 4.260  0.42
H -1.718 -3.901 6.384  0.35
H -0.601 -1.679 6.448  0.41
H 0.409 -0.754 4.420  0.21
H 1.265 -1.117 2.178  -0.07
H 0.656 -2.448 1.144  0.51
C -5.795 -5.555 -3.327  -1.68
C -5.228 -4.256 -2.819  0.72
C -5.940 -3.074 -2.892  -0.73
C -5.415 -1.852 -2.465  1.29
C -6.371 -0.688 -2.587  -1.77
C -4.111 -1.789 -1.942  -0.99
As -2.916 -0.184 -1.572  1.91
N -2.718 -0.393 0.272  -0.38
C -3.664 -0.932 1.129  0.32
C -3.304 -1.427 2.390  -0.11
C -4.232 -1.985 3.249  -0.55
C -5.573 -2.060 2.896  -0.95
C -5.960 -1.538 1.670  -1.01
C -5.033 -0.983 0.808  -0.06
C -4.114 1.377 -1.855  -0.09
C -4.616 2.289 -0.916  0.97
C -4.223 2.297 0.539  -0.91
C -5.492 3.292 -1.338  -1.35
C -5.841 3.455 -2.666  0.82
C -6.841 4.497 -3.095  -1.71
C -5.223 2.637 -3.604  -1.19
C -4.358 1.624 -3.222  1.75
C -3.678 0.805 -4.290  -1.79
C -3.407 -3.008 -1.817  0.76
C -2.054 -3.091 -1.165  -0.28
C -3.963 -4.202 -2.254  -0.87
H -6.863 -5.465 -3.531  0.37
H -5.645 -6.353 -2.599  0.36
H -5.298 -5.849 -4.255  0.29
H -6.951 -3.092 -3.289  0.32
H -7.393 -1.040 -2.428  0.50
H -6.323 -0.248 -3.585  0.35
H -6.175 0.103 -1.872  0.12
H -2.273 -1.366 2.698  -0.14
H -3.893 -2.369 4.203  0.46
H -6.299 -2.501 3.569  0.36
H -7.006 -1.553 1.382  0.44
H -5.363 -0.559 -0.127  0.53
H -3.148 2.172 0.644  -0.42
H -4.706 1.502 1.107  0.11
H -4.492 3.249 0.997  0.51
H -5.899 3.970 -0.594  0.29
H -7.146 5.113 -2.250  0.38
H -7.731 4.019 -3.512  0.30
H -6.424 5.147 -3.867  0.36
H -5.422 2.795 -4.660  0.37
H -3.911 1.196 -5.281  0.55
H -3.975 -0.248 -4.250  0.11
H -2.596 0.837 -4.151  0.12
H -2.146 -2.940 -0.089  -0.09
H -1.375 -2.333 -1.557  -1.08
H -1.602 -4.069 -1.326  0.57
H -3.390 -5.119 -2.156  0.38
C -0.112 -2.790 -4.401  -1.50
C 0.032 -1.291 -4.492  1.27
C 0.129 -0.674 -5.743  -1.12
C 0.207 0.715 -5.805  0.44
C 0.394 1.404 -7.136  -1.84
C 0.108 1.482 -4.656  -0.55
C -0.045 0.909 -3.353  -1.26
C 0.012 -0.522 -3.350  0.83
N -0.274 1.510 -2.177  0.86
C -0.073 2.944 -2.011  1.93
C -0.232 3.264 -0.515  -0.87
C -0.035 4.747 -0.205  0.78
C 1.383 5.149 -0.610  -1.61
C 1.566 4.880 -2.105  0.49
C 0.543 5.695 -2.905  -1.42
C -0.876 5.306 -2.477  0.36
C -1.055 5.578 -0.983  -1.52
C -1.118 3.818 -2.748  -0.47
C 1.356 3.391 -2.394  -1.30
H 0.310 -3.281 -5.281  0.40
H -1.174 -3.048 -4.344  0.20
H 0.366 -3.192 -3.506  -0.06
H 0.152 -1.272 -6.650  0.21
H 0.421 0.681 -7.953  0.39
H 1.331 1.967 -7.150  0.31
H -0.416 2.111 -7.334  0.32
H 0.128 2.555 -4.788  0.70
H 0.063 -1.004 -2.380  -0.19
H 0.514 2.687 0.043  0.17
H -1.229 2.947 -0.189  -1.00
H -0.159 4.917 0.868  0.10
H 2.103 4.568 -0.028  0.53
H 1.554 6.208 -0.383  0.56
H 2.579 5.171 -2.410  0.19
H 0.673 5.502 -3.977  0.56
H 0.703 6.767 -2.737  0.59
H -1.599 5.902 -3.050  0.29
H -2.070 5.300 -0.679  0.42
H -0.916 6.644 -0.766  0.53
H -1.103 3.635 -3.823  0.52
H -2.113 3.526 -2.392  -0.50
H 2.062 2.786 -1.814  0.18
H 1.550 3.188 -3.448  0.74

Force components x, y, z for each atom (eV/Å):
Bi 0.950 -0.464 -0.293
C -0.105 -0.032 -0.319
C -0.229 -0.217 0.126
S 0.025 -0.088 -0.133
C -0.162 0.185 -0.250
C -0.095 0.025 -0.284
S 0.033 0.023 0.138
C -0.046 -0.185 0.219
C 0.107 0.366 -0.042
S -0.017 -0.022 0.185
H 0.072 0.035 0.044
H 0.043 -0.036 0.094
H 0.037 0.062 0.039
H 0.086 0.090 -0.089
H 0.025 -0.039 0.052
H 0.008 -0.085 0.086
H 0.066 -0.032 0.010
H 0.040 0.032 0.108
H -0.009 0.097 -0.127
H 0.132 -0.030 0.052
H 0.017 -0.027 0.014
H -0.015 -0.122 -0.057
Se -0.324 0.623 0.708
Se -0.222 0.127 -0.027
Te 0.318 0.062 0.132
Se -0.149 -0.212 -0.058
Cl -0.035 -0.010 -0.088
C 0.083 0.130 0.010
C -0.061 -0.054 0.098
C 0.022 0.017 -0.015
C -0.049 -0.077 0.059
C 0.036 0.139 -0.045
C -0.120 -0.197 0.209
C -0.116 -0.017 -0.368
H 0.011 0.003 -0.046
H 0.009 -0.013 -0.006
H 0.014 0.033 -0.025
H -0.018 0.014 -0.061
H -0.025 0.085 0.010
H 0.055 -0.070 0.031
C 0.069 0.101 0.026
C -0.035 0.008 0.016
C 0.055 -0.054 -0.007
C -0.079 0.084 0.074
C 0.065 -0.022 0.027
C 0.046 0.034 -0.192
As -0.556 -0.313 -0.015
N -0.097 -0.034 -0.121
C -0.354 0.048 0.205
C 0.126 -0.050 -0.104
C -0.043 -0.030 -0.009
C -0.008 0.002 0.060
C -0.066 -0.027 0.038
C 0.134 0.114 -0.045
C -0.019 0.089 -0.141
C 0.064 -0.050 0.141
C 0.000 -0.055 -0.055
C 0.016 -0.021 -0.102
C 0.001 0.008 -0.003
C 0.087 -0.062 -0.001
C -0.047 0.051 0.007
C 0.072 -0.087 0.015
C -0.031 -0.043 0.126
C 0.125 -0.003 0.030
C -0.026 0.008 -0.001
C -0.092 -0.012 -0.072
H -0.007 -0.020 0.009
H -0.025 -0.036 -0.034
H -0.020 -0.051 0.005
H 0.000 0.019 0.003
H 0.015 -0.029 -0.032
H -0.004 0.078 0.021
H 0.002 0.078 -0.007
H 0.083 -0.008 0.040
H 0.026 0.008 0.022
H -0.005 0.006 -0.014
H 0.016 -0.005 -0.037
H -0.035 0.009 0.000
H -0.015 -0.006 0.100
H 0.027 -0.045 0.019
H -0.023 0.007 -0.031
H 0.013 0.001 0.010
H -0.018 0.027 -0.022
H -0.028 0.047 0.002
H -0.020 0.025 0.010
H 0.028 -0.027 -0.008
H 0.001 -0.025 -0.009
H -0.008 0.022 -0.063
H 0.104 -0.013 -0.107
H 0.042 0.013 0.020
H 0.103 0.007 -0.023
H 0.008 0.006 -0.025
H 0.039 0.031 0.046
C -0.066 0.106 0.056
C 0.018 0.002 0.111
C -0.026 0.050 -0.160
C -0.053 -0.137 0.020
C -0.031 -0.008 0.032
C 0.020 0.104 -0.060
C -0.123 0.139 0.186
C 0.047 -0.168 -0.045
N 0.390 0.233 0.073
C -0.065 -0.084 -0.187
C 0.035 -0.017 -0.089
C -0.036 0.072 0.177
C -0.029 -0.029 -0.055
C 0.110 0.062 -0.060
C -0.020 -0.067 0.048
C -0.138 0.112 -0.059
C 0.087 -0.037 -0.061
C 0.076 0.001 0.012
C -0.099 0.030 0.017
H 0.020 -0.046 0.008
H 0.018 -0.086 -0.021
H -0.121 0.034 -0.028
H 0.037 0.009 -0.005
H -0.006 -0.002 -0.005
H -0.003 0.011 -0.022
H 0.008 0.010 -0.007
H 0.054 0.005 0.039
H -0.137 -0.056 0.082
H -0.031 -0.039 0.051
H -0.002 -0.079 0.010
H 0.005 -0.087 0.010
H 0.009 0.030 0.018
H 0.005 0.015 -0.008
H -0.020 -0.008 0.003
H 0.002 0.022 -0.002
H 0.004 0.007 -0.015
H -0.005 -0.020 0.016
H -0.009 0.033 0.016
H -0.023 0.010 0.010
H -0.010 -0.014 0.008
H -0.010 -0.015 0.005
H -0.018 -0.008 0.014
H 0.040 -0.016 -0.017

Properties
net charge: -2
LUMO level: 3.64 eV